ORCA calculation (the ωB97M-V functional and the def2-TZVPD basis) on a 9-piece molecular cluster, C19H41Cl4N3O18 overall at a distorted geometry.

Computed properties:
molecular weight	741.35	g/mol
orbital gap (alpha / beta)	0.084 / 0.212	hartree
HOMO level (alpha / beta)	-0.455 / -3.926	eV
multiplicity	2
net charge	-1
E	-4107.56094	Eh

Each line ends with the Löwdin charge.
Cartesian coordinates (Å):
Cl 4.743 9.986 -12.594  0.515
C 4.311 11.739 -12.720  -0.614
C 4.040 12.471 -11.370  -0.668
Cl 2.648 11.771 -10.551  0.583
H 3.442 11.719 -13.378  0.056
H 5.063 12.276 -13.299  0.064
H 3.674 13.467 -11.620  0.055
H 4.855 12.529 -10.649  -0.018
Cl 7.100 11.957 -9.830  0.582
C 8.245 12.318 -8.471  -0.601
C 8.312 11.184 -7.565  -0.606
Cl 8.912 9.713 -8.486  0.551
H 7.934 13.265 -8.030  0.080
H 9.254 12.482 -8.849  0.069
H 7.373 11.007 -7.040  0.046
H 8.972 11.520 -6.766  0.087
C 4.449 8.608 -9.212  0.028
N 4.105 9.482 -8.053  -0.428
O 3.011 9.406 -7.593  0.068
O 4.938 10.300 -7.587  0.014
H 5.314 8.958 -9.775  0.072
H 3.625 8.769 -9.907  0.066
H 4.369 7.591 -8.830  0.101
C 12.594 10.569 -9.188  0.048
N 13.378 9.939 -8.006  -0.406
O 13.116 10.277 -6.847  0.053
O 14.312 9.199 -8.304  0.029
H 12.414 9.830 -9.968  0.090
H 13.263 11.327 -9.594  0.090
H 11.709 11.105 -8.843  0.064
C 9.423 11.829 -3.520  -0.071
N 9.730 13.244 -3.329  -0.603
O 9.851 13.883 -4.368  -0.184
O 9.973 13.761 -2.210  -0.193
H 10.273 11.174 -3.710  0.055
H 8.963 11.633 -4.489  0.035
H 8.804 11.412 -2.725  0.077
C 5.902 20.032 -4.469  -0.022
O 6.470 19.103 -5.407  -0.016
C 6.736 17.869 -5.051  -0.607
O 6.511 17.363 -3.953  0.104
O 7.350 17.260 -6.068  -0.024
C 7.845 15.921 -5.878  -0.009
H 6.728 20.345 -3.830  0.098
H 5.065 19.601 -3.920  0.096
H 5.579 20.912 -5.024  0.087
H 7.145 15.253 -5.376  0.065
H 8.816 15.914 -5.383  0.090
H 8.091 15.600 -6.890  0.084
C 5.038 17.611 -8.039  -0.073
O 5.934 17.208 -9.023  -0.027
C 5.602 16.163 -9.892  -0.471
O 4.455 15.745 -10.122  0.085
O 6.641 16.089 -10.754  -0.019
C 6.576 15.225 -11.899  -0.042
H 5.297 18.647 -7.821  0.099
H 5.025 16.904 -7.209  0.105
H 4.046 17.682 -8.485  0.090
H 6.723 14.178 -11.632  0.052
H 7.350 15.571 -12.584  0.093
H 5.634 15.377 -12.427  0.089
C 6.104 14.483 -3.022  -0.103
O 5.503 13.256 -2.970  -0.002
C 5.879 12.367 -3.969  -0.463
O 6.575 12.589 -4.992  0.061
O 5.420 11.119 -3.700  -0.026
C 5.623 9.932 -4.570  0.005
H 5.916 15.057 -3.930  0.058
H 7.177 14.462 -2.834  0.108
H 5.614 15.093 -2.264  0.098
H 4.695 9.664 -5.075  0.077
H 5.860 9.164 -3.834  0.088
H 6.487 10.124 -5.205  0.064
C 7.821 6.823 -6.344  -0.128
O 7.807 7.565 -5.230  -0.026
C 8.925 8.167 -4.680  -0.435
O 8.888 8.878 -3.649  0.104
O 10.038 7.792 -5.387  -0.034
C 11.233 7.744 -4.738  -0.093
H 8.434 5.941 -6.158  0.096
H 8.284 7.361 -7.171  0.049
H 6.840 6.447 -6.635  0.097
H 12.113 7.831 -5.376  0.095
H 11.312 6.903 -4.050  0.100
H 11.362 8.574 -4.044  0.093

=====

ORCA calculation (the ωB97M-V functional and the def2-TZVPD basis) on a 6-piece molecular cluster, C19H41FIN5O8 overall at a distorted geometry.

Computed properties:
molecular weight	613.47	g/mol
orbital gap	0.287	hartree
HOMO level	-8.537	eV
E	-2021.72576	Eh

Each line ends with the Löwdin charge.
Cartesian coordinates (Å):
O 0.681 3.891 -1.584  -0.023
C -0.659 3.873 -1.348  -0.405
O -1.124 4.586 -0.150  -0.602
I -3.136 4.689 -0.035  1.101
O -1.489 3.190 -2.351  -0.140
C -1.846 1.821 -1.949  -0.212
C -0.604 0.924 -1.357  -0.133
C -1.159 -0.615 -1.007  -0.097
F -1.513 -0.711 0.459  -0.163
H -2.202 1.267 -2.945  0.148
H -2.807 1.801 -1.242  0.116
H 0.265 0.882 -2.168  0.142
H -0.139 1.318 -0.358  0.130
H -2.087 -0.917 -1.663  0.134
H -0.231 -1.350 -1.145  0.126
C 1.137 -2.535 2.490  -0.076
N -0.249 -2.782 2.168  0.011
C -1.032 -3.827 2.563  -0.558
C -0.417 -4.877 3.445  -0.016
O -2.203 -3.886 2.195  0.018
H 1.200 -1.569 2.997  0.053
H 1.699 -2.488 1.554  0.083
H 1.561 -3.310 3.130  0.075
H -0.732 -2.117 1.577  0.101
H -1.164 -5.643 3.674  0.085
H 0.420 -5.356 2.930  0.067
H -0.083 -4.429 4.384  0.077
C 4.705 4.276 -2.396  -0.082
N 4.198 3.102 -1.726  0.006
C 4.825 1.907 -1.529  -0.552
C 6.223 1.747 -2.059  -0.020
O 4.245 1.003 -0.933  0.016
H 4.691 5.104 -1.684  0.084
H 4.036 4.506 -3.228  0.084
H 5.719 4.136 -2.771  0.073
H 3.261 3.133 -1.341  0.125
H 6.588 0.743 -1.825  0.084
H 6.228 1.872 -3.145  0.083
H 6.888 2.475 -1.587  0.083
C 1.568 -1.060 7.660  -0.081
N 1.870 -1.180 6.254  0.004
C 2.049 -0.181 5.342  -0.526
C 1.925 1.240 5.817  -0.009
O 2.302 -0.460 4.172  0.008
H 2.367 -1.551 8.221  0.084
H 0.625 -1.577 7.850  0.084
H 1.484 -0.020 7.981  0.077
H 1.968 -2.108 5.860  0.140
H 2.094 1.921 4.977  0.089
H 0.921 1.418 6.209  0.087
H 2.677 1.445 6.583  0.086
C -5.152 5.026 -5.527  -0.078
N -5.001 5.303 -4.119  0.007
C -5.735 4.813 -3.079  -0.547
C -6.854 3.859 -3.393  -0.009
O -5.471 5.156 -1.929  -0.108
H -4.213 4.600 -5.891  0.085
H -5.341 5.971 -6.041  0.085
H -5.969 4.331 -5.730  0.077
H -4.267 5.939 -3.829  0.145
H -7.346 3.556 -2.464  0.088
H -7.594 4.347 -4.032  0.087
H -6.457 2.965 -3.881  0.087
C 1.293 -6.259 -0.303  -0.077
N 0.521 -5.107 -0.703  0.012
C -0.290 -4.972 -1.791  -0.539
C -0.428 -6.147 -2.719  -0.014
O -0.880 -3.912 -1.986  0.016
H 0.964 -6.558 0.695  0.074
H 2.345 -5.965 -0.261  0.085
H 1.177 -7.098 -0.991  0.077
H 0.563 -4.275 -0.126  0.124
H -1.106 -5.887 -3.538  0.086
H 0.545 -6.403 -3.146  0.084
H -0.847 -7.001 -2.182  0.086

=====

ORCA calculation (the ωB97M-V functional and the def2-TZVPD basis) on C19H41N2O3PtSSi3 as an isolated structure.

Computed properties:
molecular weight	656.95	g/mol
orbital gap	0.178	hartree
HOMO level	-16.684	eV
net charge	+3
E	-2468.85632	Eh
relative energy (zero: lowest compared OMol25 entry of this formula, charge and spin)	43.9	kcal/mol

Each line ends with the Löwdin charge.
Cartesian coordinates (Å):
Pt 0.427 0.491 0.288  1.043
C -2.627 -0.406 0.228  -0.027
O -1.211 -0.730 0.119  -0.468
Si -0.623 -2.054 -0.835  0.452
C -1.280 -2.021 -2.554  -0.114
C -1.158 -3.602 0.010  -0.124
C 1.135 -1.222 -0.602  -0.383
Si 1.868 -1.775 1.329  0.543
C 1.923 -3.487 0.532  -0.096
C 3.606 -1.291 1.700  -0.137
C 0.695 -1.570 2.745  -0.160
Si 2.303 -1.115 -2.173  0.453
C 1.600 0.379 -3.056  -0.151
C 4.075 -0.773 -1.747  -0.144
C 2.152 -2.673 -3.180  -0.140
H -3.177 -1.345 0.241  0.110
H -2.935 0.208 -0.616  0.109
H -2.800 0.106 1.168  0.094
H -2.372 -2.084 -2.494  0.069
H -0.964 -2.924 -3.081  0.063
H -1.022 -1.159 -3.163  0.043
H -2.244 -3.661 -0.117  0.071
H -0.940 -3.665 1.074  0.048
H -0.760 -4.487 -0.492  0.074
H 2.139 -3.556 -0.530  0.033
H 1.057 -4.093 0.781  0.039
H 2.808 -3.874 1.054  0.092
H 4.287 -1.716 0.965  0.048
H 3.865 -1.726 2.671  0.078
H 3.792 -0.230 1.772  0.006
H -0.340 -1.823 2.515  0.037
H 0.729 -0.558 3.153  0.043
H 1.030 -2.243 3.541  0.074
H 2.063 1.291 -2.673  0.038
H 0.518 0.489 -3.062  0.016
H 1.921 0.275 -4.097  0.072
H 4.197 0.057 -1.055  0.007
H 4.583 -0.487 -2.672  0.070
H 4.600 -1.644 -1.356  0.052
H 1.241 -2.730 -3.772  0.039
H 2.252 -3.594 -2.606  0.041
H 2.984 -2.675 -3.891  0.068
C 3.685 2.204 0.898  -0.290
S 1.930 2.297 0.491  0.813
C 1.390 3.061 2.049  -0.269
H 4.006 3.247 0.871  0.080
H 4.226 1.657 0.135  0.037
H 3.845 1.801 1.893  0.057
H 1.631 2.413 2.889  0.070
H 0.327 3.282 2.018  0.034
H 1.943 3.996 2.127  0.080
O -6.513 4.446 2.902  -0.009
C -5.205 4.685 3.333  -0.211
N -4.385 4.404 2.156  0.122
C -3.229 3.746 2.214  -0.441
O -2.662 3.367 3.226  0.084
C -2.535 3.437 0.897  -0.056
C -2.590 4.165 -0.284  0.073
C -1.751 3.814 -1.339  0.026
C -0.876 2.760 -1.193  -0.085
N -0.845 2.046 -0.049  -0.159
C -1.656 2.373 0.968  -0.112
H -7.144 4.899 3.475  0.116
H -4.885 4.011 4.130  0.134
H -5.055 5.721 3.647  0.145
H -4.845 4.583 1.276  0.152
H -3.252 5.016 -0.386  0.145
H -1.757 4.370 -2.266  0.140
H -0.184 2.476 -1.969  0.110
H -1.584 1.818 1.896  0.134

=====

ORCA calculation (the ωB97M-V functional and the def2-TZVPD basis) on a 3-piece molecular cluster, C19H42BFNO13S2 overall at a distorted geometry.

Computed properties:
molecular weight	586.48	g/mol
orbital gap	0.266	hartree
HOMO level	-5.137	eV
net charge	-1
E	-2703.06583	Eh

Each line ends with the Löwdin charge.
Cartesian coordinates (Å):
C 4.116 4.396 2.318  -0.120
O 4.457 4.321 0.901  -0.241
C 5.041 3.017 0.607  -0.232
C 3.885 1.924 0.335  -0.157
C 4.345 0.514 0.958  -0.199
C 4.261 0.440 2.564  -0.173
C 2.791 0.061 3.101  -0.204
O 1.738 0.446 2.181  -0.174
C 0.703 -0.553 2.124  -0.130
C -0.712 0.031 1.551  -0.226
O -0.837 1.353 2.098  -0.053
C -1.423 2.320 1.221  -0.300
O -1.430 3.573 1.986  -0.057
C -2.973 2.050 0.847  -0.098
C -3.887 3.397 0.918  -0.167
C -4.556 3.625 2.366  -0.153
F -4.016 4.810 3.037  -0.137
B -1.832 -1.046 2.115  -0.444
N -2.352 -0.942 3.522  0.145
O -2.391 -2.111 1.302  0.052
C -0.617 -0.099 -0.040  -0.443
O -1.592 -0.252 -0.852  -0.087
O 0.669 -0.056 -0.590  -0.153
H 3.887 3.344 2.735  0.073
H 3.152 5.000 2.469  0.101
H 4.997 4.791 2.946  0.093
H 5.763 2.710 1.453  0.115
H 5.677 3.122 -0.350  0.124
H 2.961 2.274 0.911  0.112
H 3.617 1.811 -0.776  0.123
H 3.723 -0.307 0.444  0.122
H 5.463 0.391 0.690  0.105
H 4.951 -0.436 2.874  0.106
H 4.698 1.365 3.091  0.091
H 2.625 0.669 4.075  0.124
H 2.743 -1.042 3.409  0.120
H 1.009 -1.526 1.595  0.155
H 0.469 -0.857 3.223  0.127
H -0.780 2.584 0.297  0.190
H -1.610 3.375 2.929  0.099
H -3.109 1.669 -0.234  0.119
H -3.493 1.296 1.529  0.109
H -3.369 4.315 0.492  0.121
H -4.774 3.177 0.206  0.107
H -5.694 3.643 2.357  0.110
H -4.204 2.742 3.024  0.112
H -2.003 -0.068 3.938  0.067
H -3.378 -0.966 3.454  0.072
H -3.027 -1.668 0.690  0.099
O -1.435 0.529 -5.620  -0.313
S -0.726 1.041 -4.470  0.616
O -1.144 2.248 -3.801  -0.295
O 0.848 1.168 -4.843  -0.264
C 1.215 1.957 -5.971  -0.284
C 1.076 3.443 -5.690  -0.085
C -0.582 -0.242 -3.262  -0.133
H 0.632 1.664 -6.850  0.111
H 2.263 1.733 -6.190  0.116
H 0.032 3.718 -5.528  0.065
H 1.451 4.034 -6.529  0.072
H 1.627 3.716 -4.786  0.085
H -0.234 -1.153 -3.750  0.079
H -1.567 -0.400 -2.831  0.058
H 0.114 0.078 -2.484  0.040
O 0.146 -6.535 0.163  -0.277
S -0.870 -7.080 -0.699  0.600
O -0.827 -6.905 -2.128  -0.285
O -2.321 -6.622 -0.156  -0.271
C -2.587 -5.221 -0.012  -0.263
C -2.785 -4.545 -1.356  -0.067
C -1.035 -8.810 -0.362  -0.131
H -1.792 -4.736 0.561  0.110
H -3.507 -5.128 0.572  0.123
H -1.867 -4.562 -1.946  0.073
H -3.079 -3.502 -1.226  0.075
H -3.552 -5.064 -1.938  0.082
H -1.102 -8.959 0.715  0.071
H -0.149 -9.308 -0.756  0.073
H -1.925 -9.185 -0.866  0.071

=====

ORCA calculation (the ωB97M-V functional and the def2-TZVPD basis) on a 3-piece molecular cluster, C19H42BrI2O7P2 overall at a distorted geometry.

Computed properties:
molecular weight	778.20	g/mol
orbital gap	0.184	hartree
HOMO level	-10.114	eV
net charge	+1
E	-5127.38486	Eh
relative energy (zero: lowest compared OMol25 entry of this formula, charge and spin)	148.8	kcal/mol

Each line ends with the Löwdin charge.
Cartesian coordinates (Å):
C 1.581 -7.960 3.147  -0.135
O 0.212 -7.580 2.763  -0.260
C 0.007 -6.119 2.948  -0.202
C 0.225 -5.401 1.477  -0.169
C -0.873 -4.145 1.371  -0.198
C -0.364 -2.915 0.416  -0.202
C 0.094 -1.554 1.255  -0.189
C 1.389 -1.852 2.254  -0.225
C 2.770 -1.097 1.803  -0.254
C 3.592 -1.814 0.580  -0.347
P 4.552 -3.393 1.056  0.393
I 4.112 -4.256 3.314  0.686
C 6.464 -3.028 0.987  -0.334
C 7.166 -3.231 2.490  -0.769
O 7.030 -2.332 3.495  -0.137
I 8.378 -5.090 2.725  0.794
P 4.160 -4.926 -0.499  0.436
O 2.497 -4.894 -1.014  -0.437
Br 4.388 -6.940 0.610  0.270
H 1.879 -8.889 2.496  0.104
H 1.631 -8.306 4.273  0.111
H 2.345 -7.102 2.913  0.023
H -1.114 -5.887 3.277  0.140
H 0.770 -5.768 3.767  0.116
H -0.003 -6.177 0.601  0.141
H 1.344 -5.028 1.396  0.059
H -1.160 -3.735 2.433  0.116
H -1.852 -4.618 0.896  0.127
H -1.296 -2.587 -0.241  0.117
H 0.519 -3.217 -0.304  0.086
H 0.364 -0.658 0.548  0.102
H -0.773 -1.195 1.980  0.121
H 1.114 -1.514 3.359  0.131
H 1.504 -3.016 2.287  0.040
H 3.425 -0.894 2.773  0.122
H 2.453 -0.014 1.414  0.135
H 4.407 -1.018 0.219  0.116
H 2.877 -2.016 -0.338  0.102
H 6.944 -3.810 0.251  0.084
H 6.551 -1.922 0.609  0.113
H 2.404 -4.149 -1.699  0.081
C -2.484 1.796 1.178  -0.109
O -1.210 1.951 0.564  -0.216
C -1.311 2.130 -0.853  -0.192
C -1.116 3.599 -1.243  -0.183
O -2.205 4.406 -0.784  -0.239
C -1.866 5.158 0.375  -0.093
H -2.352 1.852 2.262  0.091
H -3.180 2.581 0.871  0.086
H -2.898 0.814 0.926  0.084
H -2.267 1.747 -1.230  0.129
H -0.510 1.538 -1.305  0.115
H -1.103 3.673 -2.334  0.125
H -0.159 3.982 -0.868  0.128
H -1.179 5.965 0.104  0.092
H -1.413 4.530 1.147  0.083
H -2.781 5.598 0.779  0.094
C -2.205 6.958 -4.874  -0.112
O -2.923 5.829 -4.390  -0.196
C -3.307 5.980 -3.019  -0.195
C -4.790 6.342 -2.895  -0.185
O -5.048 7.656 -3.400  -0.195
C -5.647 7.629 -4.691  -0.111
H -2.107 6.864 -5.959  0.089
H -2.724 7.894 -4.653  0.084
H -1.203 6.977 -4.433  0.084
H -2.678 6.723 -2.515  0.128
H -3.140 5.013 -2.535  0.098
H -5.061 6.351 -1.835  0.122
H -5.421 5.598 -3.398  0.126
H -6.684 7.288 -4.609  0.087
H -5.098 6.979 -5.378  0.083
H -5.642 8.644 -5.093  0.090

=====

ORCA calculation (the ωB97M-V functional and the def2-TZVPD basis) on C19H42CoNO2P3 as an isolated structure at a distorted geometry.

Computed properties:
molecular weight	468.40	g/mol
orbital gap (alpha / beta)	0.226 / 0.180	hartree
HOMO level (alpha / beta)	-17.203 / -17.452	eV
multiplicity	5
net charge	+3
E	-3360.04379	Eh

Each line ends with the Löwdin charge.
Cartesian coordinates (Å):
Co 0.229 -0.436 -1.230  0.170
P -1.696 -1.272 -0.532  0.810
P 1.194 -0.372 0.703  0.788
P 1.471 -1.704 -2.348  0.784
H -0.437 4.896 -4.195  0.086
C -0.541 3.853 -4.548  -0.031
C -1.756 3.318 -4.700  -0.043
H -2.637 3.923 -4.472  0.089
C -2.949 -0.652 0.653  -0.162
C -1.333 -2.894 0.248  -0.152
C -2.698 -1.688 -1.987  -0.172
C 2.363 1.026 0.752  -0.202
C 0.221 -0.119 2.238  -0.207
C 2.202 -1.827 1.211  -0.187
C 0.898 -2.031 -4.041  -0.207
C 1.894 -3.417 -1.850  -0.198
C 3.111 -0.882 -2.499  -0.180
H 0.396 3.345 -4.827  0.069
H -1.947 2.346 -5.143  0.063
H -3.147 0.396 0.411  0.057
H -2.613 -0.742 1.695  0.060
H -3.871 -1.246 0.537  0.092
H -1.139 -2.782 1.325  0.067
H -0.476 -3.382 -0.233  0.030
H -2.214 -3.544 0.119  0.103
H -3.022 -0.753 -2.451  0.046
H -3.570 -2.266 -1.652  0.092
H -2.095 -2.271 -2.694  0.065
H 2.944 1.019 1.688  0.088
H 1.784 1.958 0.670  0.049
H 3.053 0.954 -0.102  0.053
H 0.885 -0.197 3.114  0.090
H -0.581 -0.861 2.336  0.028
H -0.240 0.883 2.198  0.022
H 3.087 -1.475 1.770  0.087
H 2.535 -2.381 0.327  0.001
H 1.590 -2.494 1.836  0.072
H 1.217 -3.047 -4.337  0.076
H 1.311 -1.303 -4.755  0.074
H -0.196 -1.959 -4.081  0.043
H 2.089 -4.011 -2.753  0.075
H 1.057 -3.878 -1.315  0.040
H 2.785 -3.443 -1.213  0.057
H 3.645 -1.232 -3.391  0.095
H 3.712 -1.057 -1.600  0.066
H 3.020 0.202 -2.583  0.019
C -1.809 2.040 -1.964  -0.424
C -0.619 2.716 -1.433  0.026
C 0.665 2.347 -1.778  -0.050
C 0.919 1.334 -2.756  -0.146
C -0.197 0.785 -3.453  -0.133
C -1.493 1.035 -3.025  -0.057
O -2.984 2.303 -1.602  0.118
H -1.204 0.313 -0.945  0.096
H -0.786 3.606 -0.814  0.110
H 1.461 3.002 -1.423  0.142
H 1.912 1.250 -3.221  0.116
H -0.003 0.383 -4.435  0.124
H -2.359 0.627 -3.559  0.133
C -1.957 4.655 1.305  0.022
C -1.698 3.249 1.776  -0.524
N -2.201 2.964 3.001  0.197
O -1.093 2.389 1.115  -0.060
H -3.017 4.763 1.026  0.116
H -1.339 4.916 0.442  0.075
H -1.750 5.364 2.121  0.108
H -2.088 2.023 3.349  0.114
H -2.566 3.706 3.577  0.129